This record from OMol25 describes a cluster of 5 separate species, C4H14O4 in total at a distorted geometry. The level of theory is ωB97M-V/def2-TZVPD.

Its highest occupied orbital energy is -0.3210 hartree. The calculation puts the orbital gap at 5.5800 eV. As for the net charge: 0. As for the multiplicity: 1.

Bonds (Å) are listed after each position.
Atoms and positions in Å:
1 C -0.037 -0.320 2.034  C5 1.475, H6 1.113, H7 1.101, H8 1.092
2 C -2.431 1.025 -0.584  C4 1.377, H9 1.080, H10 1.086
3 O 0.970 1.527 -0.253  H11 1.017, H15 0.960
4 C -1.333 0.745 0.199  C2 1.377, C5 1.383, H12 1.096
5 C -1.303 -0.063 1.321  C1 1.475, C4 1.383, H13 1.084
6 H 0.815 -0.182 1.332  C1 1.113
7 H 0.021 -1.362 2.385  C1 1.101
8 H 0.116 0.328 2.900  C1 1.092
9 H -3.382 0.604 -0.298  C2 1.080
10 H -2.351 1.734 -1.403  C2 1.086
11 H 1.665 0.818 -0.028  O3 1.017
12 H -0.403 1.236 -0.107  C4 1.096
13 H -2.223 -0.494 1.699  C5 1.084
14 H -1.126 0.123 -1.852  O16 0.953
15 H 1.328 2.017 -0.997  O3 0.960
16 O -0.504 -0.133 -2.528  H14 0.953, H20 0.982
17 H 3.396 -0.596 0.478  O19 0.953
18 H 1.792 -1.294 -0.399  O22 1.105
19 O 2.451 -0.483 0.420  H17 0.953
20 H 0.096 -0.713 -2.011  O16 0.982
21 H 1.299 -2.728 -1.165  O22 0.954
22 O 1.143 -1.787 -1.145  H18 1.105, H21 0.954



This record from OMol25 describes a cluster of 25 separate species, C50H125N25O25 in total at a distorted geometry. The level of theory is ωB97M-V/def2-TZVPD.

Its highest occupied orbital energy is -0.3268 hartree. The calculation puts the orbital gap at 8.7858 eV. As for the net charge: 0. As for the multiplicity: 1.

Bonds (Å) are listed after each position.
Atoms and positions in Å:
1 O 2.716 0.643 3.513  C2 1.217
2 C 3.701 0.002 3.196  O1 1.217, N3 1.266, C4 1.535
3 N 3.590 -1.027 2.466  C2 1.266, H5 1.010, H6 1.010
4 C 5.120 0.458 3.563  C2 1.535, H7 1.090, H8 1.090, H9 1.090
5 H 2.668 -1.410 2.313  N3 1.010
6 H 4.374 -1.629 2.261  N3 1.010
7 H 5.935 -0.098 3.100  C4 1.090
8 H 5.280 0.475 4.641  C4 1.090
9 H 5.426 1.372 3.053  C4 1.090
10 O -7.076 0.746 4.538  C11 1.205
11 C -6.215 0.925 3.713  O10 1.205, N12 1.347, C13 1.586
12 N -4.910 0.888 4.043  C11 1.347, H14 1.010, H15 1.010
13 C -6.573 0.960 2.168  C11 1.586, H16 1.090, H17 1.090, H18 1.090
14 H -4.713 0.674 5.010  N12 1.010
15 H -4.243 0.675 3.315  N12 1.010
16 H -6.741 -0.098 1.965  C13 1.090
17 H -5.738 1.363 1.596  C13 1.090
18 H -7.443 1.502 1.800  C13 1.090
19 O -2.071 -4.381 4.726  C20 1.223
20 C -1.915 -3.256 5.179  O19 1.223, N21 1.283, C22 1.490
21 N -1.847 -3.080 6.448  C20 1.283, H23 1.010, H24 1.010
22 C -2.021 -2.059 4.298  C20 1.490, H25 1.090, H26 1.090, H27 1.090
23 H -1.545 -2.176 6.783  N21 1.010
24 H -1.723 -3.798 7.147  N21 1.010
25 H -2.288 -1.182 4.888  C22 1.090
26 H -3.012 -2.179 3.862  C22 1.090
27 H -1.263 -1.871 3.537  C22 1.090
28 O 4.964 -3.329 -1.850  C29 1.187
29 C 3.790 -3.155 -1.809  O28 1.187, N30 1.322, C31 1.504
30 N 3.103 -2.503 -2.732  C29 1.322, H32 1.010, H33 1.010
31 C 3.123 -4.016 -0.772  C29 1.504, H34 1.090, H35 1.090, H36 1.090
32 H 3.647 -2.129 -3.496  N30 1.010
33 H 2.163 -2.166 -2.581  N30 1.010
34 H 3.843 -4.745 -0.400  C31 1.090
35 H 2.114 -4.332 -1.036  C31 1.090
36 H 2.921 -3.347 0.065  C31 1.090
37 O -1.951 -5.139 -0.570  C38 1.261
38 C -1.118 -6.076 -0.703  O37 1.261, N39 1.303, C40 1.553
39 N 0.026 -6.017 -1.324  C38 1.303, H41 1.010, H42 1.010
40 C -1.280 -7.451 0.000  C38 1.553, H43 1.090, H44 1.090, H45 1.090
41 H 0.257 -5.151 -1.790  N39 1.010
42 H 0.568 -6.869 -1.325  N39 1.010
43 H -0.627 -7.513 0.871  C40 1.090
44 H -1.342 -8.307 -0.672  C40 1.090
45 H -2.284 -7.499 0.423  C40 1.090
46 O 1.221 -3.228 2.178  C47 1.210
47 C 1.459 -4.170 2.900  O46 1.210, N48 1.342, C49 1.571
48 N 2.155 -4.000 4.034  C47 1.342, H50 1.010, H51 1.010
49 C 1.007 -5.607 2.455  C47 1.571, H52 1.090, H53 1.090, H54 1.090
50 H 2.296 -3.042 4.324  N48 1.010
51 H 2.437 -4.687 4.719  N48 1.010
52 H 1.341 -6.320 3.209  C49 1.090
53 H 1.332 -5.953 1.473  C49 1.090
54 H -0.081 -5.550 2.418  C49 1.090
55 O -0.819 -0.241 7.125  C56 1.261
56 C -0.841 0.668 6.251  O55 1.261, N57 1.354, C58 1.455
57 N -1.953 1.422 6.087  C56 1.354, H59 1.010, H60 1.010
58 C 0.339 1.154 5.551  C56 1.455, H61 1.090, H62 1.090, H63 1.090
59 H -2.665 1.145 6.747  N57 1.010
60 H -1.906 1.959 5.233  N57 1.010
61 H 1.121 0.972 6.288  C58 1.090
62 H 0.368 2.172 5.162  C58 1.090
63 H 0.591 0.585 4.656  C58 1.090
64 O 1.190 3.955 -3.700  C65 1.213
65 C 1.560 3.525 -4.772  O64 1.213, N66 1.309, C67 1.480
66 N 2.748 3.050 -5.047  C65 1.309, H68 1.010, H69 1.010
67 C 0.605 3.715 -5.888  C65 1.480, H70 1.090, H71 1.090, H72 1.090
68 H 3.145 2.566 -5.840  N66 1.010
69 H 3.225 2.948 -4.162  N66 1.010
70 H 0.918 4.598 -6.446  C67 1.090
71 H -0.303 3.981 -5.346  C67 1.090
72 H 0.557 2.848 -6.546  C67 1.090
73 O 0.576 -0.266 -1.551  C74 1.230
74 C 0.508 -0.698 -0.402  O73 1.230, N75 1.352, C76 1.551
75 N 0.244 -2.011 -0.219  C74 1.352, H77 1.010, H78 1.010
76 C 0.760 0.246 0.803  C74 1.551, H79 1.090, H80 1.090, H81 1.090
77 H 0.076 -2.550 -1.057  N75 1.010
78 H 0.254 -2.448 0.692  N75 1.010
79 H 0.277 0.020 1.754  C76 1.090
80 H 0.305 1.224 0.645  C76 1.090
81 H 1.834 0.341 0.965  C76 1.090
82 O -2.844 2.238 -1.271  C83 1.220
83 C -2.076 2.871 -1.977  O82 1.220, N84 1.345, C85 1.509
84 N -0.795 2.471 -2.078  C83 1.345, H86 1.010, H87 1.010
85 C -2.483 4.022 -2.865  C83 1.509, H88 1.090, H89 1.090, H90 1.090
86 H -0.495 1.669 -1.544  N84 1.010
87 H -0.056 2.906 -2.612  N84 1.010
88 H -2.602 4.956 -2.316  C85 1.090
89 H -3.393 3.710 -3.377  C85 1.090
90 H -1.700 4.004 -3.623  C85 1.090
91 O 4.511 1.280 7.045  C92 1.261
92 C 3.834 2.266 6.644  O91 1.261, N93 1.321, C94 1.543
93 N 3.847 2.550 5.353  C92 1.321, H95 1.010, H96 1.010
94 C 3.065 3.332 7.451  C92 1.543, H97 1.090, H98 1.090, H99 1.090
95 H 4.390 2.014 4.692  N93 1.010
96 H 3.683 3.523 5.139  N93 1.010
97 H 3.683 3.666 8.285  C94 1.090
98 H 2.185 2.830 7.853  C94 1.090
99 H 2.679 4.227 6.963  C94 1.090
100 O 7.985 -0.503 0.452  C101 1.224
101 C 7.123 0.311 0.150  O100 1.224, N102 1.311, C103 1.510
102 N 7.260 1.601 0.338  C101 1.311, H104 1.010, H105 1.010
103 C 5.818 -0.272 -0.335  C101 1.510, H106 1.090, H107 1.090, H108 1.090
104 H 8.191 1.993 0.367  N102 1.010
105 H 6.450 2.202 0.294  N102 1.010
106 H 5.041 -0.157 0.421  C103 1.090
107 H 5.782 -1.336 -0.567  C103 1.090
108 H 5.498 0.279 -1.220  C103 1.090
109 O 1.886 7.700 -1.092  C110 1.213
110 C 2.136 6.859 -1.929  O109 1.213, N111 1.320, C112 1.541
111 N 2.298 5.614 -1.520  C110 1.320, H113 1.010, H114 1.010
112 C 2.435 7.286 -3.379  C110 1.541, H115 1.090, H116 1.090, H117 1.090
113 H 2.232 5.526 -0.516  N111 1.010
114 H 2.276 4.811 -2.132  N111 1.010
115 H 2.490 6.404 -4.017  C112 1.090
116 H 3.364 7.855 -3.417  C112 1.090
117 H 1.496 7.805 -3.575  C112 1.090
118 O -3.294 -4.851 -5.001  C119 1.255
119 C -2.464 -5.690 -5.427  O118 1.255, N120 1.329, C121 1.538
120 N -2.309 -5.899 -6.730  C119 1.329, H122 1.010, H123 1.010
121 C -1.475 -6.355 -4.454  C119 1.538, H124 1.090, H125 1.090, H126 1.090
122 H -2.941 -5.361 -7.306  N120 1.010
123 H -1.408 -6.252 -7.018  N120 1.010
124 H -1.760 -6.024 -3.456  C121 1.090
125 H -0.568 -5.758 -4.548  C121 1.090
126 H -1.384 -7.441 -4.459  C121 1.090
127 O -2.926 -0.174 -6.115  C128 1.219
128 C -3.024 1.009 -6.392  O127 1.219, N129 1.354, C130 1.485
129 N -2.041 1.858 -6.010  C128 1.354, H131 1.010, H132 1.010
130 C -4.073 1.516 -7.313  C128 1.485, H133 1.090, H134 1.090, H135 1.090
131 H -1.347 1.540 -5.349  N129 1.010
132 H -2.217 2.846 -6.121  N129 1.010
133 H -3.633 2.278 -7.956  C130 1.090
134 H -4.972 1.942 -6.868  C130 1.090
135 H -4.259 0.653 -7.953  C130 1.090
136 O 1.702 -3.418 8.443  C137 1.249
137 C 2.408 -2.784 7.630  O136 1.249, N138 1.346, C139 1.537
138 N 3.746 -2.850 7.754  C137 1.346, H140 1.010, H141 1.010
139 C 1.828 -1.930 6.491  C137 1.537, H142 1.090, H143 1.090, H144 1.090
140 H 3.922 -3.671 8.316  N138 1.010
141 H 4.404 -2.330 7.192  N138 1.010
142 H 2.555 -1.548 5.775  C139 1.090
143 H 1.524 -0.992 6.956  C139 1.090
144 H 0.974 -2.470 6.083  C139 1.090
145 O -5.538 -2.328 -1.144  C146 1.247
146 C -5.821 -3.196 -1.993  O145 1.247, N147 1.276, C148 1.514
147 N -4.886 -3.972 -2.381  C146 1.276, H149 1.010, H150 1.010
148 C -7.171 -3.260 -2.676  C146 1.514, H151 1.090, H152 1.090, H153 1.090
149 H -4.039 -4.098 -1.845  N147 1.010
150 H -4.916 -4.497 -3.244  N147 1.010
151 H -7.531 -2.231 -2.679  C148 1.090
152 H -7.792 -3.903 -2.052  C148 1.090
153 H -7.139 -3.631 -3.700  C148 1.090
154 O 4.189 3.888 1.820  C155 1.195
155 C 3.444 4.231 2.689  O154 1.195, N156 1.366, C157 1.503
156 N 3.758 5.198 3.602  C155 1.366, H158 1.010, H159 1.010
157 C 2.024 3.737 2.665  C155 1.503, H160 1.090, H161 1.090, H162 1.090
158 H 4.691 5.576 3.688  N156 1.010
159 H 2.975 5.667 4.033  N156 1.010
160 H 1.743 3.423 3.670  C157 1.090
161 H 1.808 2.850 2.070  C157 1.090
162 H 1.273 4.440 2.304  C157 1.090
163 O -5.953 0.473 -4.642  C164 1.240
164 C -5.487 0.535 -3.495  O163 1.240, N165 1.347, C166 1.560
165 N -4.160 0.458 -3.274  C164 1.347, H167 1.010, H168 1.010
166 C -6.401 0.768 -2.253  C164 1.560, H169 1.090, H170 1.090, H171 1.090
167 H -3.582 0.199 -4.061  N165 1.010
168 H -3.847 0.528 -2.317  N165 1.010
169 H -6.390 1.829 -2.004  C166 1.090
170 H -6.136 0.323 -1.294  C166 1.090
171 H -7.437 0.455 -2.383  C166 1.090
172 O -2.710 6.744 -0.556  C173 1.223
173 C -1.558 7.093 -0.770  O172 1.223, N174 1.341, C175 1.509
174 N -0.596 6.263 -0.341  C173 1.341, H176 1.010, H177 1.010
175 C -1.245 8.260 -1.674  C173 1.509, H178 1.090, H179 1.090, H180 1.090
176 H -0.985 5.589 0.301  N174 1.010
177 H 0.328 6.283 -0.748  N174 1.010
178 H -1.941 9.096 -1.743  C175 1.090
179 H -1.108 8.116 -2.745  C175 1.090
180 H -0.356 8.758 -1.286  C175 1.090
181 O 0.386 -3.744 -2.763  C182 1.211
182 C -0.494 -3.072 -3.253  O181 1.211, N183 1.337, C184 1.578
183 N -1.725 -2.965 -2.742  C182 1.337, H185 1.010, H186 1.010
184 C -0.204 -2.159 -4.507  C182 1.578, H187 1.090, H188 1.090, H189 1.090
185 H -1.866 -3.626 -1.991  N183 1.010
186 H -2.537 -2.866 -3.334  N183 1.010
187 H -0.098 -2.890 -5.308  C184 1.090
188 H 0.705 -1.564 -4.427  C184 1.090
189 H -0.952 -1.415 -4.780  C184 1.090
190 O -3.210 -0.132 1.939  C191 1.250
191 C -3.091 -0.891 0.952  O190 1.250, N192 1.358, C193 1.546
192 N -3.158 -0.408 -0.316  C191 1.358, H194 1.010, H195 1.010
193 C -3.123 -2.425 1.132  C191 1.546, H196 1.090, H197 1.090, H198 1.090
194 H -3.104 0.595 -0.421  N192 1.010
195 H -3.280 -0.965 -1.149  N192 1.010
196 H -3.396 -2.996 0.244  C193 1.090
197 H -3.850 -2.624 1.920  C193 1.090
198 H -2.112 -2.814 1.252  C193 1.090
199 O -1.849 3.865 4.147  C200 1.197
200 C -2.633 4.020 3.256  O199 1.197, N201 1.379, C202 1.507
201 N -3.492 5.088 3.103  C200 1.379, H203 1.010, H204 1.010
202 C -2.859 2.946 2.223  C200 1.507, H205 1.090, H206 1.090, H207 1.090
203 H -3.402 5.836 3.776  N201 1.010
204 H -4.312 5.081 2.513  N201 1.010
205 H -3.843 2.488 2.320  C202 1.090
206 H -2.172 2.124 2.427  C202 1.090
207 H -2.788 3.236 1.175  C202 1.090
208 O 3.809 -6.645 -5.839  C209 1.252
209 C 3.201 -5.652 -5.378  O208 1.252, N210 1.365, C211 1.514
210 N 2.334 -5.499 -4.335  C209 1.365, H212 1.010, H213 1.010
211 C 3.396 -4.338 -6.103  C209 1.514, H214 1.090, H215 1.090, H216 1.090
212 H 1.974 -6.367 -3.965  N210 1.010
213 H 2.202 -4.593 -3.909  N210 1.010
214 H 4.421 -3.970 -6.058  C211 1.090
215 H 2.592 -3.690 -5.754  C211 1.090
216 H 3.062 -4.274 -7.139  C211 1.090
217 O 4.259 3.020 -2.797  C218 1.261
218 C 4.238 3.014 -1.537  O217 1.261, N219 1.289, C220 1.576
219 N 5.101 3.718 -0.887  C218 1.289, H221 1.010, H222 1.010
220 C 3.138 2.239 -0.717  C218 1.576, H223 1.090, H224 1.090, H225 1.090
221 H 5.875 4.119 -1.398  N219 1.010
222 H 5.074 3.827 0.117  N219 1.010
223 H 2.929 1.360 -1.327  C220 1.090
224 H 2.324 2.936 -0.519  C220 1.090
225 H 3.595 2.032 0.251  C220 1.090



This record from OMol25 describes a cluster of 2 separate species, C5H13N3O2 in total at a distorted geometry. The level of theory is ωB97M-V/def2-TZVPD.

Its highest occupied orbital energy is -0.2911 hartree. The calculation puts the orbital gap at 8.6465 eV. As for the net charge: 0. As for the multiplicity: 1.

Bonds (Å) are listed after each position.
Atoms and positions in Å:
1 C -0.019 1.705 -0.292  N7 1.347, O9 1.210, O10 1.375
2 C 2.559 -0.064 -0.722  C5 1.538, H11 1.063, H12 0.990, H13 1.037
3 C 1.039 -1.441 0.953  C5 1.552, H14 1.083, H15 1.014, H16 1.137
4 C -2.398 -1.095 0.324  N6 1.324, N8 1.380
5 C 1.453 -0.074 0.347  C2 1.538, C3 1.552, N7 1.435, H17 1.004
6 N -2.817 0.004 0.931  C4 1.324, H18 1.085, H19 0.967
7 N 0.267 0.389 -0.315  C1 1.347, C5 1.435, H20 1.003
8 N -2.388 -1.132 -1.055  C4 1.380, H22 1.005, H23 1.032
9 O -1.080 2.134 -0.685  C1 1.210
10 O 0.846 2.534 0.381  C1 1.375, H21 0.997
11 H 3.566 -0.234 -0.427  C2 1.063
12 H 2.366 -0.633 -1.509  C2 0.990
13 H 2.697 0.923 -1.009  C2 1.037
14 H 1.994 -1.805 1.312  C3 1.083
15 H 0.350 -1.358 1.693  C3 1.014
16 H 0.666 -2.171 0.164  C3 1.137
17 H 1.576 0.577 1.102  C5 1.004
18 H -3.099 0.900 0.388  N6 1.085
19 H -2.447 0.060 1.823  N6 0.967
20 H -0.142 -0.202 -1.015  N7 1.003
21 H 0.273 3.292 0.682  O10 0.997
22 H -2.380 -1.979 -1.596  N8 1.005
23 H -2.882 -0.329 -1.474  N8 1.032